Entry from OMol25: a 7-piece molecular cluster, C30H66NO8 overall at a distorted geometry (wB97M-V/def2-TZVPD).

Geometry as ORCA input:
```
! wB97M-V def2-TZVPD RIJCOSX def2/J DEFGRID3
* xyz 1 1
C 0.43544 -1.31828 0.56146
C 1.70078 -1.96177 -0.17739
C 1.46076 -1.75348 -1.73750
C 0.47543 -2.85611 -2.30695
C -0.62564 -2.14099 -3.19802
C -1.89827 -1.65897 -2.40041
C -3.05886 -1.35315 -3.42841
C -2.95455 0.05733 -4.14688
C -2.57861 1.26263 -3.19630
C -1.03060 1.51588 -3.01096
C -0.19085 1.51263 -4.33990
C 1.25654 2.15686 -4.14966
O 1.85456 1.81624 -2.86329
C 2.14286 2.94872 -2.11639
O 3.06476 3.68111 -2.29618
C 1.11946 3.24917 -0.95196
C 0.25272 4.45956 -0.99381
C -0.69431 4.65145 0.08910
N -0.76911 3.72463 1.11130
C 0.00684 2.60104 1.20951
C 0.98959 2.31212 0.17651
H 0.70210 -1.24233 1.64561
H 0.28129 -0.28886 0.12678
H -0.43791 -1.98583 0.35125
H 2.65994 -1.43989 0.08403
H 1.80034 -3.05429 0.07212
H 2.43859 -1.71915 -2.30000
H 0.94753 -0.75590 -1.85380
H -0.01024 -3.49850 -1.52754
H 1.06327 -3.51180 -3.01067
H -0.98793 -2.86416 -3.98693
H -0.11205 -1.30634 -3.74268
H -1.71052 -0.82595 -1.67566
H -2.23851 -2.54332 -1.77862
H -4.02682 -1.38228 -2.84343
H -3.06373 -2.14106 -4.23730
H -2.30635 0.02628 -5.07261
H -3.99342 0.27903 -4.53985
H -3.03985 2.19556 -3.60995
H -2.99303 1.03337 -2.17025
H -0.92608 2.55669 -2.57099
H -0.54405 0.83347 -2.25510
H -0.09417 0.51199 -4.83207
H -0.72283 2.17789 -5.08489
H 1.90370 1.76100 -4.98657
H 1.22712 3.27665 -4.30433
H 0.34847 5.16393 -1.85198
H -1.37128 5.54224 0.09186
H -1.46835 3.89119 1.83863
H -0.08964 1.85607 2.04692
H 1.65797 1.41573 0.16766
C -1.04254 -1.79363 4.02724
C -0.67790 -0.37976 4.43103
O -1.07128 0.55497 3.41520
H -0.55840 -2.06045 3.08658
H -0.74054 -2.50996 4.79291
H -2.12161 -1.88409 3.86801
H 0.40072 -0.28752 4.56818
H -1.17043 -0.10476 5.36803
H -2.02633 0.47738 3.30380
C 5.86554 -1.04920 -4.36526
C 5.04292 -1.97220 -5.24347
O 3.65215 -1.70597 -5.07978
H 5.59259 -1.17638 -3.31531
H 6.93263 -1.25006 -4.47859
H 5.67660 -0.00257 -4.62034
H 5.21763 -3.01370 -4.97194
H 5.30488 -1.84158 -6.29798
H 3.50075 -0.78728 -5.33000
C 0.06853 -6.62811 5.56456
C -0.70399 -5.36945 5.90916
O -0.70671 -4.46987 4.80665
H 1.09769 -6.38289 5.29410
H 0.08165 -7.32255 6.40736
H -0.37778 -7.13086 4.70253
H -0.24316 -4.85917 6.75683
H -1.74044 -5.60920 6.17128
H -1.12670 -4.92686 4.05781
C -4.95439 -6.23331 3.78673
C -4.07431 -5.03290 4.07341
O -2.85993 -5.11700 3.32876
H -4.43472 -7.15866 4.04334
H -5.88351 -6.18124 4.35716
H -5.19879 -6.28854 2.72242
H -3.81494 -4.99316 5.13174
H -4.58581 -4.10246 3.80814
H -3.09193 -5.14226 2.39266
C 3.72006 1.41500 3.80105
C 2.94755 2.66857 4.16329
O 2.94889 3.58675 3.07186
H 4.74966 1.66333 3.53679
H 3.73064 0.70807 4.63295
H 3.27537 0.92438 2.92922
H 3.40555 3.16595 5.01831
H 1.91008 2.42608 4.41937
H 2.53529 3.14582 2.32113
C -0.72002 8.88777 -0.41666
C -1.03243 8.32236 -1.78939
O -2.34406 7.76507 -1.80608
H -0.79589 8.10853 0.34618
H 0.28562 9.31130 -0.38760
H -1.43667 9.66756 -0.14802
H -0.32781 7.52900 -2.04627
H -0.96795 9.10081 -2.55480
H -2.96458 8.47089 -1.58786
*
```

Calculated values
- orbital gap (hartree) = 0.26090
- E_tot (Eh) = -1838.96339
- HOMO level (Ha) = -0.4218

Atom charges from the Mulliken analysis, given in e for atoms 1 to 2: C 0.04; C -1.15